# 1
Molecular formula: C36H96O12
Method: DFT, the ωB97M-V functional and the def2-TZVPD basis

Calculated values
- Largest force on an atom: 4.13 eV Å⁻¹
- Highest occupied orbital energy: -9.72 eV
- SMILES: CC(C)O.CC(C)O.CC(C)O.CC(C)O.CC(C)O.CC(C)O.CC(C)O.CC(C)O.CC(C)O.CC(C)O.CC(C)O.CC(C)O
- Calculated total energy: -63454.5641 eV
- ΔE to the lowest compared entry with this formula, charge and spin: 5.3981 eV
- Lowest unoccupied orbital energy: 0.010 hartree
- Orbital gap: 9.986 eV

Last column: Mulliken charge in e.
Atoms and positions in Å:
C -0.451 -8.009 4.894  -1.475
C -0.491 -6.566 4.433  0.677
C -0.152 -6.325 2.933  -1.205
O -1.871 -6.224 4.541  -0.552
H -0.674 -8.132 5.954  0.331
H 0.524 -8.438 4.665  0.354
H -1.167 -8.608 4.332  0.415
H 0.208 -5.963 5.012  0.231
H 0.911 -6.507 2.776  0.362
H -0.316 -5.315 2.558  0.326
H -0.680 -7.062 2.327  0.245
H -2.441 -6.997 4.531  0.292
C 2.002 -6.304 -2.669  -1.336
C 2.431 -7.125 -3.856  0.627
C 3.341 -8.333 -3.498  -1.228
O 1.179 -7.607 -4.478  -0.564
H 1.315 -5.467 -2.796  0.438
H 2.894 -5.787 -2.315  0.318
H 1.655 -6.926 -1.844  0.301
H 2.908 -6.404 -4.521  0.171
H 2.719 -9.153 -3.140  0.336
H 3.937 -7.992 -2.651  0.315
H 4.027 -8.731 -4.246  0.321
H 0.703 -6.834 -4.789  0.302
C 3.684 6.261 -2.572  -1.172
C 3.822 7.691 -2.001  0.239
C 2.553 8.046 -1.224  -1.073
O 4.858 7.683 -1.039  -0.544
H 3.155 6.257 -3.525  0.363
H 3.181 5.590 -1.876  0.268
H 4.679 5.832 -2.690  0.359
H 4.050 8.419 -2.780  0.331
H 2.523 9.066 -0.842  0.314
H 2.426 7.326 -0.415  0.265
H 1.710 7.852 -1.888  0.325
H 4.664 6.957 -0.441  0.327
C 3.786 -1.646 -4.846  -1.102
C 4.826 -0.667 -4.391  0.483
C 4.535 0.795 -4.732  -1.268
O 4.815 -0.780 -2.993  -0.524
H 3.826 -1.719 -5.932  0.370
H 2.754 -1.404 -4.593  0.279
H 3.963 -2.613 -4.374  0.271
H 5.833 -0.820 -4.779  0.217
H 3.594 1.156 -4.317  0.314
H 4.451 0.736 -5.817  0.363
H 5.377 1.451 -4.511  0.301
H 5.309 -1.578 -2.794  0.295
C 0.342 -1.010 -0.034  -1.341
C 0.312 0.368 0.602  0.750
C 1.174 1.335 -0.148  -1.269
O -1.020 0.828 0.691  -0.425
H -0.492 -1.534 0.432  0.372
H 1.309 -1.493 0.103  0.369
H 0.229 -0.934 -1.116  0.295
H 0.705 0.287 1.616  0.081
H 2.180 0.938 -0.285  0.350
H 1.184 2.282 0.392  0.316
H 0.712 1.484 -1.123  0.288
H -1.627 0.086 0.748  0.214
C -8.881 0.322 1.730  -1.361
C -7.655 1.135 1.161  0.694
C -7.972 1.819 -0.150  -1.280
O -7.396 2.122 2.089  -0.567
H -9.795 0.911 1.647  0.343
H -8.676 0.079 2.772  0.344
H -9.041 -0.628 1.220  0.366
H -6.775 0.497 1.083  0.186
H -8.413 1.106 -0.847  0.326
H -7.117 2.298 -0.627  0.320
H -8.656 2.664 -0.082  0.337
H -6.523 2.490 1.932  0.290
C 9.177 1.867 -1.890  -1.154
C 8.593 1.330 -0.550  0.607
C 9.200 1.917 0.699  -1.491
O 7.263 1.822 -0.574  -0.468
H 10.176 1.446 -2.006  0.361
H 9.425 2.919 -1.753  0.298
H 8.560 1.648 -2.761  0.280
H 8.601 0.240 -0.534  0.253
H 10.235 1.576 0.741  0.391
H 8.704 1.759 1.657  0.326
H 9.434 2.981 0.678  0.355
H 6.730 1.236 -1.116  0.241
C -2.793 5.939 -0.076  -1.161
C -3.142 5.778 1.410  0.524
C -4.282 6.715 1.882  -1.352
O -3.585 4.419 1.587  -0.475
H -1.945 5.327 -0.382  0.371
H -2.467 6.974 -0.185  0.326
H -3.680 5.685 -0.657  0.302
H -2.304 5.967 2.080  0.182
H -5.118 6.654 1.186  0.326
H -4.002 7.767 1.948  0.382
H -4.643 6.520 2.892  0.338
H -2.879 3.832 1.307  0.243
C -5.270 -0.027 -4.370  -1.219
C -3.775 0.206 -4.159  0.375
C -3.486 1.193 -3.046  -1.132
O -3.119 -0.989 -3.745  -0.506
H -5.493 -0.698 -5.199  0.340
H -5.772 0.905 -4.630  0.358
H -5.760 -0.447 -3.491  0.247
H -3.306 0.483 -5.103  0.276
H -3.940 0.882 -2.105  0.308
H -3.946 2.145 -3.308  0.378
H -2.424 1.439 -3.056  0.272
H -3.499 -1.251 -2.903  0.305
C -4.074 -5.457 -1.642  -1.278
C -5.082 -4.377 -1.293  0.551
C -6.001 -4.793 -0.085  -1.592
O -4.502 -3.316 -0.672  -0.424
H -3.322 -5.154 -2.370  0.339
H -4.695 -6.282 -1.992  0.373
H -3.461 -5.854 -0.832  0.243
H -5.745 -4.041 -2.090  0.316
H -6.429 -3.979 0.500  0.440
H -5.558 -5.566 0.544  0.347
H -6.775 -5.411 -0.540  0.440
H -4.511 -3.553 0.258  0.242
C 4.497 3.707 4.105  -1.247
C 4.758 5.015 3.385  0.420
C 6.141 5.616 3.686  -1.237
O 4.604 4.759 2.042  -0.463
H 4.708 3.882 5.160  0.354
H 5.123 2.881 3.768  0.337
H 3.466 3.360 4.030  0.311
H 4.028 5.776 3.662  0.269
H 6.095 5.994 4.708  0.394
H 6.313 6.495 3.065  0.320
H 6.925 4.890 3.471  0.250
H 5.142 4.001 1.801  0.293
C -4.758 -2.104 5.113  -1.298
C -3.520 -1.459 4.455  0.182
C -2.448 -1.272 5.590  -1.195
O -3.049 -2.386 3.525  -0.429
H -4.483 -2.863 5.845  0.347
H -5.448 -2.584 4.420  0.324
H -5.221 -1.294 5.677  0.383
H -3.733 -0.509 3.964  0.387
H -2.687 -0.550 6.371  0.391
H -1.542 -0.901 5.112  0.298
H -2.280 -2.217 6.105  0.312
H -2.941 -3.147 4.099  0.290



# 2
Molecular formula: C36H99F2N10O13PbS2
Method: DFT, the ωB97M-V functional and the def2-TZVPD basis

Calculated values
- Largest force on an atom: 9.42 eV Å⁻¹
- Highest occupied orbital energy: -10.09 eV
- Total charge: +1
- Calculated total energy: -112795.8154 eV
- ΔE to the lowest compared entry with this formula, charge and spin: 6.1101 eV
- Lowest unoccupied orbital energy: -0.130 hartree
- Orbital gap: 6.562 eV

Last column: Mulliken charge in e.
Atoms and positions in Å:
Pb -1.901 1.493 2.172  1.795
N -0.292 0.137 0.749  0.491
S -0.046 0.176 -0.758  -0.406
O 0.285 -1.018 -1.519  -0.319
O 0.390 1.448 -1.319  0.128
F -1.657 0.341 -1.006  -0.329
S 1.272 -0.432 1.107  0.500
O 2.328 0.524 0.956  -0.378
O 1.538 -1.817 1.009  -0.469
F 1.046 -0.437 2.706  -0.291
C 1.931 0.118 -5.230  -1.140
C 2.629 -1.239 -5.288  0.923
C 4.084 -1.261 -5.691  -0.894
O 4.203 -1.215 -7.170  -0.344
C 4.285 -2.557 -7.728  -0.728
N 2.414 -1.879 -4.038  -0.522
H 2.360 0.843 -4.538  0.290
H 0.850 0.015 -5.143  0.017
H 2.052 0.617 -6.198  0.488
H 2.078 -1.882 -5.978  -0.024
H 4.615 -2.105 -5.249  0.449
H 4.649 -0.392 -5.348  0.339
H 4.853 -2.386 -8.641  0.269
H 3.345 -3.097 -7.849  0.270
H 4.908 -3.253 -7.161  0.322
H 1.443 -1.880 -3.764  0.055
H 2.953 -1.606 -3.228  0.200
C -3.378 -1.832 4.015  -1.707
C -2.293 -1.967 3.009  1.887
C -2.241 -3.428 2.512  -0.872
O -3.279 -3.734 1.579  -0.418
C -3.504 -5.130 1.270  -0.898
N -2.583 -1.052 1.922  0.507
H -3.359 -0.903 4.585  0.329
H -3.460 -2.669 4.710  0.216
H -4.350 -1.874 3.516  0.310
H -1.355 -1.636 3.458  -0.694
H -2.239 -4.151 3.328  0.593
H -1.318 -3.612 1.954  0.247
H -3.787 -5.781 2.100  0.365
H -2.632 -5.612 0.822  0.346
H -4.321 -5.175 0.553  0.247
H -1.754 -1.079 1.340  -0.376
H -3.226 -1.662 1.420  0.291
C 1.412 4.195 -1.878  -0.399
C 1.907 5.638 -1.627  0.340
C 1.431 6.215 -0.287  -0.615
O 0.041 5.922 -0.195  -0.066
C -0.566 6.828 0.724  -0.950
N 3.341 5.642 -1.765  -0.758
H 1.822 3.650 -2.733  0.678
H 0.340 4.003 -1.874  -0.218
H 1.876 3.484 -1.187  -0.209
H 1.577 6.343 -2.392  0.184
H 1.619 7.289 -0.298  0.433
H 1.919 5.686 0.534  0.068
H -0.546 7.875 0.420  0.400
H -0.213 6.662 1.744  0.292
H -1.628 6.582 0.802  0.270
H 3.897 5.142 -1.085  0.225
H 3.420 5.172 -2.658  0.302
C 0.291 1.516 6.336  -1.606
C -0.291 1.908 5.034  0.016
C 0.791 2.333 4.070  -0.926
O 0.340 2.725 2.747  0.101
C 1.289 3.504 2.080  -0.506
N -1.020 0.708 4.569  -0.309
H -0.391 0.973 6.993  0.478
H 0.588 2.343 6.984  0.414
H 1.136 0.842 6.188  0.390
H -1.085 2.649 5.148  0.347
H 1.575 1.596 3.888  0.366
H 1.322 3.147 4.570  0.439
H 0.996 3.489 1.029  -0.563
H 2.269 3.025 2.105  0.395
H 1.268 4.554 2.372  0.438
H -0.375 -0.076 4.552  0.069
H -1.622 0.505 5.358  0.219
C -0.894 2.966 -4.529  -0.502
C -1.474 2.376 -5.857  0.473
C -2.945 1.958 -5.738  -1.045
O -3.133 1.082 -4.592  -0.247
C -2.445 -0.180 -4.659  0.078
N -1.450 3.404 -6.890  -0.724
H 0.128 3.185 -4.844  0.376
H -0.801 2.135 -3.827  -0.135
H -1.389 3.832 -4.093  0.343
H -0.880 1.530 -6.202  0.088
H -3.448 1.640 -6.650  0.309
H -3.405 2.858 -5.323  0.385
H -1.367 -0.006 -4.629  -0.334
H -2.721 -0.794 -5.517  0.344
H -2.533 -0.831 -3.787  0.080
H -0.496 3.705 -7.033  0.299
H -2.001 4.207 -6.617  0.278
C -4.085 -5.925 -4.166  -1.354
C -3.308 -6.646 -3.003  0.048
C -2.265 -5.746 -2.274  -0.522
O -2.887 -4.522 -1.890  -0.353
C -1.966 -3.706 -1.269  -0.856
N -4.396 -7.081 -2.093  -0.726
H -4.692 -6.681 -4.660  0.407
H -3.370 -5.394 -4.797  0.358
H -4.781 -5.158 -3.827  0.241
H -2.949 -7.611 -3.359  0.480
H -1.401 -5.557 -2.915  0.438
H -1.909 -6.316 -1.411  0.305
H -1.304 -3.195 -1.971  0.581
H -1.489 -4.111 -0.375  0.308
H -2.654 -2.921 -0.939  0.013
H -3.950 -7.810 -1.542  0.294
H -4.530 -6.387 -1.366  0.277
C -1.620 -4.844 6.810  -0.852
C -0.734 -5.887 6.102  0.492
C 0.507 -5.379 5.342  -0.983
O 0.150 -4.437 4.327  -0.016
C 1.123 -4.205 3.348  -0.438
N -0.279 -6.810 7.111  -0.714
H -0.933 -4.207 7.373  0.327
H -2.393 -5.161 7.507  0.405
H -2.053 -4.187 6.053  -0.149
H -1.356 -6.345 5.325  0.210
H 0.908 -6.273 4.855  0.400
H 1.289 -4.967 5.984  0.367
H 0.684 -3.329 2.873  -0.298
H 1.320 -5.034 2.666  0.316
H 2.062 -3.898 3.817  0.381
H 0.286 -7.497 6.619  0.276
H -1.054 -7.414 7.366  0.284
C -2.887 4.506 -1.266  -1.233
C -2.963 3.537 -0.088  0.459
C -3.952 2.371 -0.345  -0.931
O -4.168 1.591 0.864  -0.301
C -5.048 0.484 0.557  -0.788
N -1.601 3.072 0.195  1.074
H -2.301 5.420 -1.173  0.098
H -3.883 4.789 -1.616  0.593
H -2.515 4.067 -2.195  0.084
H -3.382 4.073 0.767  0.394
H -3.635 1.712 -1.154  0.143
H -4.918 2.801 -0.614  0.666
H -5.227 -0.139 1.432  0.174
H -4.621 -0.168 -0.207  0.312
H -5.996 0.920 0.242  0.357
H -1.038 3.901 0.367  -0.345
H -1.287 2.779 -0.725  -0.693
C 4.822 2.205 1.290  -0.985
C 5.393 3.389 2.096  0.434
C 6.918 3.248 2.470  -0.833
O 7.034 1.998 3.086  -0.242
C 8.344 1.560 3.107  -0.879
N 5.153 4.610 1.282  -0.533
H 3.959 2.514 0.701  -0.110
H 4.521 1.466 2.034  0.308
H 5.472 1.618 0.640  0.473
H 4.794 3.518 2.998  0.207
H 7.041 4.082 3.168  0.426
H 7.582 3.407 1.619  0.373
H 8.809 1.394 2.127  0.359
H 8.288 0.597 3.612  0.254
H 9.115 2.242 3.478  0.334
H 5.585 5.354 1.819  0.230
H 5.608 4.625 0.379  0.306



# 3
Molecular formula: C36H99N9O9
Method: DFT, the ωB97M-V functional and the def2-TZVPD basis

Calculated values
- Largest force on an atom: 1.72 eV Å⁻¹
- Highest occupied orbital energy: -9.30 eV
- SMILES: COC[C@H](C)N.COC[C@H](C)N.COC[C@H](C)N.COC[C@H](C)N.COC[C@H](C)N.COC[C@H](C)N.COC[C@H](C)N.COC[C@H](C)N.COC[C@H](C)N
- Calculated total energy: -70770.7522 eV
- ΔE to the lowest compared entry with this formula, charge and spin: 1.5575 eV
- Lowest unoccupied orbital energy: 0.015 hartree
- Orbital gap: 9.702 eV

Last column: Mulliken charge in e.
Atoms and positions in Å:
C -1.528 -4.653 -2.681  -0.129
O -1.322 -4.147 -3.994  -0.326
C -2.494 -4.167 -4.780  -0.734
C -3.134 -5.535 -5.026  0.483
C -2.247 -6.378 -5.943  -1.453
N -4.432 -5.411 -5.712  -0.740
H -1.633 -5.736 -2.743  0.447
H -2.339 -4.116 -2.180  0.293
H -0.624 -4.414 -2.126  -0.445
H -3.260 -3.571 -4.245  0.324
H -2.349 -3.647 -5.727  0.378
H -3.335 -6.047 -4.087  0.314
H -1.897 -5.766 -6.781  0.364
H -2.726 -7.286 -6.294  0.411
H -1.296 -6.618 -5.452  0.342
H -4.279 -5.281 -6.706  0.288
H -4.957 -4.593 -5.415  0.252
C -0.465 4.212 2.017  -0.729
O 0.260 5.272 2.588  -0.322
C -0.472 6.063 3.490  -0.647
C 0.423 7.163 4.032  0.463
C 1.705 6.574 4.607  -1.204
N -0.213 8.059 4.995  -0.747
H -1.427 4.542 1.606  0.507
H -0.593 3.382 2.718  0.488
H 0.116 3.871 1.159  -0.051
H -1.408 6.452 3.066  0.317
H -0.770 5.411 4.336  0.225
H 0.722 7.786 3.180  0.290
H 2.240 6.044 3.822  0.286
H 1.439 5.846 5.382  0.231
H 2.376 7.321 5.023  0.367
H -1.047 8.469 4.578  0.288
H -0.604 7.513 5.764  0.273
C 2.958 -3.773 -1.931  -0.551
O 4.228 -3.652 -1.331  -0.340
C 5.022 -4.781 -1.574  -0.797
C 6.306 -4.762 -0.786  0.656
C 7.115 -3.495 -1.026  -1.347
N 7.120 -5.911 -1.245  -0.747
H 2.274 -4.238 -1.208  0.139
H 2.960 -4.345 -2.861  0.424
H 2.544 -2.785 -2.142  0.155
H 4.489 -5.711 -1.288  0.307
H 5.229 -4.941 -2.642  0.375
H 6.113 -4.836 0.291  0.223
H 8.110 -3.602 -0.591  0.369
H 6.621 -2.594 -0.663  0.302
H 7.281 -3.322 -2.094  0.322
H 6.544 -6.748 -1.188  0.238
H 7.875 -6.037 -0.581  0.270
C 1.448 0.606 1.264  -0.799
O 0.048 0.694 1.074  -0.029
C -0.585 -0.555 1.053  -0.793
C -0.141 -1.547 -0.012  1.344
C -0.357 -1.024 -1.434  -1.418
N -0.950 -2.760 0.152  -0.266
H 1.947 0.216 0.371  0.278
H 1.698 0.046 2.169  0.254
H 1.804 1.635 1.335  0.259
H -0.465 -1.050 2.038  0.479
H -1.670 -0.448 0.983  -0.214
H 0.934 -1.748 0.089  0.350
H -1.415 -1.004 -1.690  0.072
H 0.289 -1.573 -2.119  0.374
H -0.063 0.030 -1.511  0.108
H -0.532 -3.486 -0.414  0.055
H -0.857 -3.077 1.115  -0.166
C 2.133 -2.988 4.589  -0.683
O 2.453 -3.982 3.641  -0.429
C 1.396 -4.253 2.748  -0.213
C 0.242 -5.008 3.433  0.297
C 0.730 -6.147 4.318  -1.599
N -0.788 -5.389 2.467  -0.436
H 3.027 -2.463 4.922  0.255
H 1.701 -3.466 5.480  0.286
H 1.398 -2.247 4.260  0.235
H 0.984 -3.324 2.344  -0.077
H 1.794 -4.924 1.983  0.435
H -0.248 -4.291 4.106  0.289
H 1.570 -5.835 4.941  0.343
H 1.139 -6.967 3.714  0.352
H -0.039 -6.556 4.974  0.411
H -1.536 -5.844 2.982  0.283
H -0.443 -6.132 1.861  0.256
C 4.846 5.967 5.703  -0.890
O 4.389 4.880 4.941  -0.205
C 4.603 3.635 5.570  -0.755
C 3.987 2.567 4.675  0.631
C 2.505 2.850 4.417  -0.953
N 4.181 1.211 5.157  -0.712
H 4.264 6.180 6.606  0.341
H 4.846 6.822 5.027  0.245
H 5.894 5.835 6.007  0.377
H 5.669 3.448 5.740  0.392
H 4.042 3.638 6.517  0.331
H 4.463 2.706 3.688  0.138
H 2.049 1.935 4.027  0.206
H 2.328 3.632 3.681  0.133
H 1.970 3.163 5.318  0.227
H 5.163 0.991 5.281  0.279
H 3.825 0.552 4.478  0.197
C -1.082 0.217 -4.614  -0.654
O -1.457 1.409 -5.222  -0.371
C -2.853 1.526 -5.311  -0.692
C -3.254 2.718 -6.166  0.652
C -2.622 4.015 -5.710  -1.388
N -4.731 2.816 -6.121  -0.794
H -0.004 0.245 -4.432  0.348
H -1.268 -0.713 -5.174  0.424
H -1.520 -0.015 -3.633  0.132
H -3.370 0.633 -5.694  0.307
H -3.296 1.661 -4.311  0.280
H -2.981 2.516 -7.212  0.208
H -1.537 3.952 -5.750  0.328
H -2.981 4.274 -4.714  0.317
H -2.938 4.797 -6.407  0.380
H -4.993 3.545 -6.783  0.280
H -5.135 2.006 -6.590  0.268
C -0.727 3.010 -1.674  -0.564
O -0.970 4.221 -2.341  -0.178
C -0.421 5.299 -1.634  -0.479
C -0.694 6.594 -2.390  0.538
C -0.087 6.572 -3.781  -1.057
N -0.069 7.711 -1.633  -0.750
H 0.335 2.718 -1.720  0.345
H -1.268 2.214 -2.185  0.117
H -0.942 3.015 -0.600  0.192
H -0.939 5.440 -0.666  0.012
H 0.643 5.203 -1.389  0.347
H -1.774 6.771 -2.397  0.227
H 0.967 6.287 -3.743  0.334
H -0.081 7.571 -4.229  0.405
H -0.596 5.902 -4.473  0.010
H -0.600 7.833 -0.770  0.241
H -0.310 8.566 -2.131  0.272
C -4.856 -4.257 2.152  -0.461
O -5.138 -2.935 2.546  -0.450
C -4.396 -1.972 1.799  -0.155
C -4.935 -1.762 0.372  0.492
C -4.403 -0.448 -0.200  -1.063
N -6.420 -1.717 0.378  -0.747
H -5.437 -4.938 2.771  0.307
H -3.792 -4.513 2.217  0.036
H -5.154 -4.423 1.107  0.291
H -4.518 -1.049 2.371  0.329
H -3.346 -2.288 1.814  0.042
H -4.709 -2.626 -0.255  0.098
H -4.520 0.365 0.513  0.365
H -4.942 -0.262 -1.129  0.478
H -3.353 -0.593 -0.461  -0.172
H -6.711 -2.449 1.027  0.289
H -6.707 -0.892 0.910  0.304